Entry 1:
C4H10N2S | ωB97M-V/def2-TZVPD

```
17
Properties=species:S:1:pos:R:3:forces:R:3:nbo_charge:R:1
C -0.982505 -0.557506 -0.305813 1.3696 -0.2408 0.6662 -0.26
C 0.207621 0.082446 0.569551 -1.8118 -1.0125 0.7264 -0.17
C -0.307211 1.520944 0.887202 0.6202 -0.9151 0.6081 -0.63
C 1.514263 -0.043310 -0.173128 -0.1637 -1.2293 1.4624 -0.63
N -0.619132 -1.832956 -0.852352 -2.2086 -0.5548 1.7153 -0.31
N -0.916424 -2.958899 -0.283927 1.0988 -1.9088 -0.5013 -0.43
S 0.347837 -0.866178 2.134334 -0.5446 0.1013 -0.6355 -0.06
H -1.943813 -0.460094 0.192782 0.0578 -1.2569 0.7857 0.23
H -1.241001 0.074044 -1.085565 0.5187 1.5933 -2.0556 0.21
H -1.187617 1.459778 1.596305 1.4468 0.4823 -0.5703 0.24
H -0.569809 2.041283 0.009584 -1.1110 0.1481 -1.6181 0.20
H 0.551057 2.165995 1.097344 -0.1600 -0.2241 1.4350 0.22
H 2.297197 -0.209490 0.547849 0.3816 -0.0360 0.1253 0.23
H 1.682997 0.854217 -0.607002 0.8593 2.8618 -1.8840 0.20
H 1.585738 -0.832878 -0.900288 -0.2370 -0.3508 -0.1927 0.21
H -0.128282 -2.076066 -1.687894 0.2931 1.1519 -0.5670 0.41
H -1.435147 -3.014917 0.572861 -0.4091 1.3905 0.5001 0.34
```
Positions in Å, forces in eV/Å.

The calculation puts the HOMO energy (alpha / beta) at -8.60 / -7.25 eV. The value obtained for the largest force on an atom is 3.53 eV/A. The value obtained for the LUMO energy (alpha / beta) is 0.025 / -0.065 Ha. The gap between HOMO and LUMO (alpha / beta) is 9.3 / 5.5 eV.

Entry 2:
C22H19F4N2 | ωB97M-V/def2-TZVPD

```
47
Properties=species:S:1:pos:R:3:forces:R:3:nbo_charge:R:1
F -2.527785 5.433106 1.452851 -0.0905 -1.6885 -0.0869 -0.31
C -2.496851 4.060383 1.567209 0.3599 0.5502 0.3382 0.44
C -3.657059 3.376904 1.918286 0.5965 -0.4883 0.6246 -0.33
C -3.502097 2.006903 2.181588 -0.5166 -0.6387 0.3748 0.44
F -4.597041 1.251083 2.527461 0.9487 1.0254 -0.2518 -0.32
C -2.271459 1.350086 2.175655 -0.9970 0.6059 -0.1930 -0.28
C -1.161739 2.059248 1.755023 -0.2824 -0.1160 -0.6359 -0.03
C 0.088884 1.204110 1.675103 0.4817 1.5178 0.7720 -0.04
C 1.386703 2.112653 1.807833 0.4923 -1.3936 0.1025 -0.02
C 2.553706 1.389586 1.610864 0.7031 1.0317 -0.4338 -0.30
C 3.802961 2.029285 1.689024 0.0136 -1.1676 -0.0182 0.43
F 4.892539 1.252435 1.427966 -0.6108 0.6986 0.2020 -0.31
C 3.974383 3.355543 2.046820 -0.6849 -0.3576 0.1098 -0.33
C 2.792474 4.017272 2.383918 0.0442 0.3675 -0.0723 0.43
F 2.888799 5.342343 2.732052 -0.3079 -1.5434 -0.1132 -0.31
C 1.527833 3.408886 2.345655 -0.3323 0.5423 -0.0067 -0.30
C -1.256853 3.421012 1.434893 -0.7905 -0.4323 -0.1718 -0.30
H -4.563900 3.897886 2.205642 -0.0332 -0.1090 -0.4557 0.27
H -2.152971 0.315269 2.485203 -0.4853 0.2141 -0.0662 0.22
H 0.099293 0.653235 2.627392 -0.0271 -0.3678 -0.5971 0.24
H 2.449356 0.343850 1.404442 0.5269 -0.3829 -0.3073 0.22
H 4.957125 3.801880 2.136066 -0.1599 0.0578 -0.1213 0.27
H 0.696200 3.969631 2.782862 0.4063 -0.1674 -0.4281 0.26
H -0.404588 3.979586 1.110249 0.0588 0.2367 -0.2111 0.25
C 0.203657 -4.362285 -4.318675 1.0219 -0.1539 0.3868 -0.42
C -0.863301 -5.066143 -3.497598 -0.8812 0.4003 0.0619 -0.41
C -0.943910 -4.331704 -2.152893 0.1800 -0.2489 0.8267 -0.22
N -0.186068 -3.068781 -2.298211 0.3378 0.9924 0.4709 -0.38
C -0.112402 -2.059493 -1.365457 0.2388 -1.2778 -0.9093 0.39
C -0.566977 -2.210534 -0.016371 0.2768 1.0984 -0.4435 -0.31
C -0.449717 -1.159917 0.867661 -0.5873 0.1788 0.0208 0.09
N 0.006225 0.099324 0.546993 0.9546 -0.5909 0.4987 -0.33
C 0.540532 0.202192 -0.705258 -0.6504 0.1140 0.1523 0.11
C 0.500645 -0.804678 -1.648599 -0.0368 0.4624 0.5338 -0.33
C 0.523620 -3.036987 -3.614069 -0.3814 1.0295 -0.2267 -0.22
H 1.117082 -4.963109 -4.268707 -0.1384 0.0389 -0.4746 0.22
H -0.109396 -4.203151 -5.358027 0.2866 -0.1205 0.3430 0.24
H -1.822527 -4.951561 -4.019928 0.1637 -0.3142 0.2519 0.22
H -0.655046 -6.128156 -3.326041 -0.1300 0.2987 -0.2418 0.24
H -1.980668 -4.148653 -1.859332 0.0932 0.2269 -0.0490 0.22
H -0.508882 -4.960255 -1.360202 0.0631 0.2793 -0.1102 0.20
H -1.005303 -3.138350 0.286367 -0.0949 -0.2313 0.3720 0.25
H -0.803340 -1.276324 1.881886 0.0994 -0.0659 0.0370 0.23
H 0.930274 1.179005 -0.905299 0.3490 0.2560 -0.3778 0.24
H 0.916889 -0.585699 -2.618215 0.0433 -0.0344 -0.0543 0.25
H 1.611441 -2.855785 -3.512964 -0.5382 -0.2261 0.2848 0.22
H 0.139258 -2.201148 -4.221131 0.0166 -0.1066 0.2936 0.21
```
Positions in Å, forces in eV/Å.

The calculation puts the HOMO energy at -12.17 eV. The structure (SMILES) is Fc1cc(F)cc(C(c2cc(F)cc(F)c2)[n+]2ccc(N3CCCC3)cc2)c1. The value obtained for the largest force on an atom is 1.77 eV/A. The value obtained for the LUMO energy is -0.125 Ha. Its total charge is +1. The gap between HOMO and LUMO is 8.8 eV.

Entry 3:
C3H3BrO2 | ωB97M-V/def2-TZVPD

```
9
Properties=species:S:1:pos:R:3:forces:R:3:nbo_charge:R:1
C 1.142505 -1.016464 -0.978990 0.2781 -0.7010 1.5843 0.25
C -1.056425 0.225537 -0.044015 -1.0554 -1.0753 -0.7059 -0.14
C 0.311844 -0.109289 -0.251982 0.6539 0.3782 -1.2686 0.26
O 0.773246 -1.372078 -2.086395 0.5227 -0.0477 -0.3792 -0.50
O -0.034482 0.127308 0.991417 0.4662 -0.3702 1.7035 -0.41
Br 0.025500 3.112488 3.013002 -0.0052 -0.0669 -0.0550 -0.01
H 2.026691 -1.490578 -0.391221 -1.0132 0.8504 -1.0431 0.14
H -1.499406 1.212956 -0.097137 0.1290 -0.1110 -0.3715 0.21
H -1.689474 -0.689880 -0.154679 0.0238 1.1435 0.5353 0.20
```
Positions in Å, forces in eV/Å.

The calculation puts the HOMO energy (alpha / beta) at -10.28 / -8.65 eV. The value obtained for the largest force on an atom is 1.80 eV/A. The value obtained for the LUMO energy (alpha / beta) is -0.032 / -0.137 Ha. The gap between HOMO and LUMO (alpha / beta) is 9.4 / 4.9 eV.